Record 1
{"formula": "C35H37B2CaF4N9O4P", "method": "the ωB97M-V functional and the def2-TZVPD basis", "species": ["Ca", "C", "C", "N", "O", "B", "F", "F", "O", "N", "C", "C", "C", "N", "O", "B", "F", "F", "O", "N", "C", "C", "C", "H", "H", "H", "H", "H", "H", "H", "H", "H", "H", "H", "H", "N", "C", "N", "C", "N", "C", "C", "N", "C", "C", "N", "H", "H", "H", "H", "H", "C", "C", "C", "C", "C", "C", "C", "P", "C", "C", "C", "C", "C", "C", "C", "C", "C", "C", "C", "C", "C", "C", "H", "H", "H", "H", "H", "H", "H", "H", "H", "H", "H", "H", "H", "H", "H", "H", "H", "H", "H", "H"], "coordinates": [[11.657, 14.946, 9.485], [13.212, 11.074, 7.473], [12.758, 12.288, 8.291], [11.825, 13.156, 7.847], [11.538, 13.030, 6.536], [12.230, 14.091, 5.789], [13.592, 13.866, 5.887], [11.694, 13.931, 4.486], [11.918, 15.488, 6.052], [12.227, 15.991, 7.281], [13.321, 16.790, 7.262], [14.031, 17.081, 5.972], [13.835, 17.323, 8.461], [13.288, 16.903, 9.576], [13.970, 17.568, 10.772], [13.659, 16.975, 11.985], [13.301, 15.687, 12.095], [13.888, 17.744, 13.029], [12.694, 12.701, 11.906], [12.510, 13.019, 10.501], [13.240, 12.345, 9.631], [14.529, 11.655, 10.053], [15.055, 18.234, 8.432], [13.211, 10.211, 8.139], [14.141, 11.233, 6.945], [12.469, 10.830, 6.654], [13.350, 16.968, 5.104], [14.942, 16.530, 5.831], [14.358, 18.126, 5.989], [15.068, 12.131, 10.877], [15.103, 11.579, 9.145], [14.299, 10.585, 10.336], [15.745, 17.876, 7.602], [15.598, 18.349, 9.382], [14.771, 19.226, 8.191], [8.954, 15.633, 13.056], [10.194, 15.378, 12.616], [10.142, 15.153, 11.302], [8.800, 15.385, 10.956], [8.069, 15.591, 12.022], [8.248, 15.448, 9.652], [6.890, 15.482, 9.341], [6.492, 15.646, 8.059], [7.433, 15.667, 7.117], [8.785, 15.368, 7.425], [9.187, 15.368, 8.682], [8.616, 15.904, 14.004], [11.049, 15.300, 13.278], [6.106, 15.309, 10.118], [7.139, 15.798, 6.083], [9.534, 15.342, 6.647], [7.253, 8.361, 13.520], [6.966, 9.836, 13.324], [5.705, 10.294, 13.749], [5.419, 11.654, 13.942], [6.392, 12.598, 13.564], [7.572, 12.208, 12.974], [7.847, 10.832, 12.821], [9.461, 10.634, 12.104], [9.620, 8.902, 11.420], [10.239, 7.876, 12.103], [10.138, 6.556, 11.700], [9.666, 6.194, 10.399], [9.269, 7.305, 9.611], [9.067, 8.573, 10.126], [8.257, 9.617, 9.367], [10.462, 10.746, 13.665], [9.907, 10.668, 14.980], [10.677, 10.994, 16.131], [12.000, 11.468, 15.965], [12.497, 11.520, 14.663], [11.801, 11.128, 13.521], [12.424, 11.316, 12.227], [6.554, 7.903, 14.243], [8.293, 8.170, 13.840], [7.054, 7.767, 12.625], [4.975, 9.543, 14.034], [4.449, 11.954, 14.448], [6.112, 13.624, 13.692], [8.342, 12.963, 12.693], [10.697, 8.187, 13.096], [10.555, 5.753, 12.346], [9.665, 5.178, 10.058], [9.014, 7.082, 8.545], [8.034, 9.108, 8.427], [8.855, 10.524, 9.265], [7.353, 9.946, 9.876], [8.895, 10.396, 15.029], [10.182, 10.860, 17.093], [12.682, 11.804, 16.711], [13.549, 11.648, 14.531], [11.883, 10.780, 11.398], [13.414, 10.792, 12.313]], "fmax_ev_per_a": 5.5, "homo_energy_ev": -10.1, "spin_multiplicity": 1, "total_charge": 1, "homo_lumo_gap_ev": 6.34, "e_tot_ha": -3617.81713}

Record 2
{"formula": "C51H39N8O3V", "method": "the ωB97M-V functional and the def2-TZVPD basis", "species": ["V", "C", "C", "C", "C", "C", "C", "C", "C", "C", "C", "C", "C", "C", "C", "C", "C", "C", "C", "C", "N", "C", "C", "C", "C", "C", "C", "C", "C", "C", "C", "C", "C", "N", "C", "C", "C", "C", "C", "N", "C", "C", "C", "C", "C", "C", "C", "C", "N", "H", "H", "H", "H", "H", "H", "H", "H", "H", "H", "H", "H", "H", "H", "H", "H", "H", "H", "H", "H", "H", "H", "H", "H", "H", "H", "H", "H", "N", "C", "C", "O", "O", "H", "H", "H", "H", "C", "N", "C", "C", "C", "N", "C", "O", "N", "H", "H", "H", "H", "H", "H", "H"], "coordinates": [[0.150, -0.396, -0.156], [2.956, 6.018, 1.910], [3.421, 4.744, 2.199], [3.022, 3.659, 1.438], [2.167, 3.789, 0.331], [1.647, 5.073, 0.118], [2.051, 6.163, 0.872], [1.748, 2.563, -0.397], [0.587, 2.451, -1.195], [0.051, 3.440, -2.110], [-0.932, 2.846, -2.819], [-1.031, 1.490, -2.352], [-1.921, 0.562, -2.836], [-2.943, 1.016, -3.821], [-2.806, 0.749, -5.177], [-3.769, 1.184, -6.076], [-4.881, 1.881, -5.623], [-5.030, 2.136, -4.267], [-4.065, 1.704, -3.368], [-1.982, -0.781, -2.421], [-1.130, -1.388, -1.557], [-1.644, -2.649, -1.341], [-1.119, -3.608, -0.474], [-1.839, -4.903, -0.326], [-1.933, -5.795, -1.391], [-2.591, -7.005, -1.238], [-3.163, -7.338, -0.018], [-3.069, -6.457, 1.049], [-2.408, -5.247, 0.896], [0.094, -3.474, 0.193], [0.824, -4.551, 0.799], [2.079, -4.086, 1.024], [2.102, -2.725, 0.568], [0.882, -2.358, 0.123], [3.258, -1.923, 0.486], [3.271, -0.626, 0.033], [4.444, 0.217, 0.038], [4.012, 1.480, -0.125], [2.569, 1.422, -0.268], [2.165, 0.135, -0.292], [4.542, -2.522, 0.952], [5.179, -3.506, 0.201], [6.369, -4.066, 0.640], [6.933, -3.651, 1.838], [6.301, -2.674, 2.594], [5.112, -2.113, 2.153], [-2.839, -2.823, -2.110], [-3.038, -1.670, -2.797], [-0.084, 1.280, -1.375], [3.269, 6.869, 2.498], [4.082, 4.582, 3.039], [3.338, 2.680, 1.759], [0.882, 5.245, -0.610], [1.627, 7.136, 0.653], [0.469, 4.405, -2.307], [-1.493, 3.256, -3.643], [-1.939, 0.203, -5.526], [-3.652, 0.978, -7.131], [-5.631, 2.217, -6.325], [-5.903, 2.665, -3.909], [-4.167, 1.868, -2.303], [-1.479, -5.535, -2.338], [-2.652, -7.692, -2.071], [-3.676, -8.282, 0.101], [-3.512, -6.710, 2.003], [-2.329, -4.561, 1.729], [0.447, -5.543, 0.972], [2.918, -4.623, 1.431], [5.455, -0.130, 0.154], [4.600, 2.377, -0.197], [4.735, -3.828, -0.732], [6.857, -4.825, 0.046], [7.860, -4.088, 2.181], [6.732, -2.350, 3.531], [4.612, -1.355, 2.741], [-3.446, -3.710, -2.124], [-3.839, -1.433, -3.474], [-1.782, -0.504, 0.901], [-1.626, -0.455, 2.356], [-0.310, 0.233, 2.666], [-0.116, 0.767, 3.746], [0.545, 0.171, 1.716], [-2.262, 0.358, 0.584], [-2.358, -1.294, 0.609], [-1.570, -1.473, 2.752], [-2.439, 0.073, 2.856], [-3.767, 4.526, -0.877], [-2.806, 4.272, 0.180], [-2.165, 5.299, 0.793], [-1.242, 5.082, 1.743], [-0.962, 3.711, 2.066], [-1.593, 2.707, 1.481], [-2.520, 2.947, 0.532], [-3.115, 2.051, -0.063], [-0.048, 3.411, 2.986], [-4.158, 5.535, -0.762], [-4.581, 3.809, -0.797], [-3.301, 4.422, -1.857], [-2.445, 6.292, 0.466], [-0.730, 5.896, 2.229], [0.467, 4.147, 3.436], [0.052, 2.446, 3.300]], "fmax_ev_per_a": 0.5, "s_squared": 2.024, "e_above_lowest_kj_mol": 0.0, "homo_energy_ev": [-6.7, -6.7], "spin_multiplicity": 3, "total_charge": 0, "homo_lumo_gap_ev": [5.53, 5.53], "e_tot_ha": -3574.85700}

Record 3
{"formula": "C28H19IrN4O9S2", "method": "the ωB97M-V functional and the def2-TZVPD basis", "species": ["Ir", "C", "O", "C", "C", "C", "C", "C", "C", "N", "N", "C", "O", "C", "C", "C", "C", "C", "C", "C", "O", "H", "H", "H", "H", "H", "H", "H", "H", "H", "H", "H", "H", "S", "C", "C", "C", "C", "C", "C", "S", "H", "H", "H", "H", "O", "C", "O", "C", "C", "C", "C", "C", "C", "N", "O", "O", "N", "O", "O", "H", "H", "H"], "coordinates": [[-0.591, -0.212, 0.517], [3.258, -2.033, 1.167], [3.668, -1.267, 2.300], [3.183, 0.003, 2.464], [4.032, 0.887, 3.096], [3.657, 2.209, 3.339], [2.416, 2.629, 2.913], [1.524, 1.753, 2.280], [0.234, 2.324, 1.898], [-0.729, 1.743, 1.296], [-1.844, 2.559, 1.046], [-2.926, 1.820, 0.820], [-3.052, 0.590, 0.933], [-4.115, 2.612, 0.341], [-4.819, 2.124, -0.756], [-5.927, 2.809, -1.231], [-6.354, 3.975, -0.604], [-5.655, 4.460, 0.493], [-4.533, 3.784, 0.958], [1.871, 0.398, 2.074], [1.080, -0.519, 1.602], [4.005, -2.822, 1.070], [3.252, -1.423, 0.261], [2.270, -2.463, 1.297], [5.012, 0.522, 3.378], [4.340, 2.892, 3.828], [2.104, 3.657, 3.062], [0.064, 3.369, 2.154], [-4.467, 1.214, -1.227], [-6.465, 2.430, -2.093], [-7.226, 4.505, -0.971], [-5.985, 5.367, 0.988], [-3.964, 4.160, 1.800], [-1.478, -1.567, 2.120], [-0.880, -3.183, 1.770], [-1.111, -4.223, 2.669], [-0.632, -5.504, 2.431], [0.104, -5.758, 1.277], [0.318, -4.729, 0.369], [-0.196, -3.453, 0.590], [-0.035, -2.194, -0.612], [-1.674, -4.008, 3.573], [-0.825, -6.296, 3.145], [0.508, -6.746, 1.087], [0.892, -4.902, -0.536], [-2.060, 0.183, -3.491], [-1.284, 0.204, -2.541], [-1.588, 0.310, -1.312], [0.204, 0.080, -2.880], [0.549, -0.589, -4.046], [1.881, -0.753, -4.362], [2.902, -0.265, -3.573], [2.526, 0.430, -2.444], [1.207, 0.616, -2.081], [3.608, 1.004, -1.591], [3.279, 1.607, -0.598], [4.757, 0.837, -1.961], [2.248, -1.474, -5.612], [3.429, -1.563, -5.889], [1.350, -1.927, -6.289], [-0.229, -0.985, -4.680], [3.938, -0.404, -3.832], [0.971, 1.195, -1.195]], "fmax_ev_per_a": 1.2, "e_above_lowest_kj_mol": 224.3, "homo_energy_ev": -1.5, "spin_multiplicity": 1, "total_charge": -2, "homo_lumo_gap_ev": 4.98, "e_tot_ha": -2875.22804}

Record 4
{"formula": "C35H55CuN4OP2", "method": "the ωB97M-V functional and the def2-TZVPD basis", "species": ["C", "C", "C", "C", "C", "H", "H", "H", "N", "P", "P", "C", "H", "H", "C", "H", "C", "C", "C", "C", "C", "H", "H", "H", "C", "H", "H", "H", "C", "H", "H", "H", "C", "H", "H", "H", "C", "H", "H", "H", "C", "H", "H", "H", "C", "H", "H", "H", "C", "H", "H", "H", "C", "H", "H", "H", "C", "H", "H", "H", "C", "H", "H", "H", "C", "H", "H", "H", "Cu", "C", "O", "N", "C", "C", "C", "C", "C", "H", "H", "H", "H", "H", "H", "H", "H", "H", "N", "C", "C", "C", "C", "C", "N", "C", "H", "H", "H", "H"], "coordinates": [[2.258, -1.263, -1.746], [1.365, 0.708, -2.679], [3.163, -1.424, -2.817], [2.107, 0.482, -3.891], [3.078, -0.520, -3.904], [3.821, -2.308, -2.799], [2.088, 1.281, -4.625], [3.741, -0.655, -4.747], [1.450, -0.205, -1.645], [0.449, -2.377, 0.185], [0.215, 2.468, -0.866], [2.167, -2.275, -0.606], [2.453, -3.258, -0.993], [2.862, -1.964, 0.197], [0.475, 1.792, -2.462], [0.224, 2.416, -3.391], [-1.504, 3.375, -0.749], [1.639, 3.647, -0.828], [-0.477, -3.553, -0.950], [0.844, -3.155, 1.831], [-2.585, 2.518, -0.060], [-2.342, 2.328, 0.993], [-3.568, 3.033, -0.092], [-2.710, 1.549, -0.543], [-1.423, 4.662, 0.091], [-1.070, 4.457, 1.111], [-0.794, 5.439, -0.353], [-2.429, 5.109, 0.188], [-2.028, 3.693, -2.165], [-2.898, 4.386, -2.105], [-1.273, 4.202, -2.778], [-2.353, 2.772, -2.678], [1.814, 4.173, 0.619], [1.818, 3.328, 1.335], [2.797, 4.685, 0.661], [1.026, 4.902, 0.883], [2.932, 2.900, -1.238], [3.125, 2.037, -0.590], [2.914, 2.576, -2.291], [3.766, 3.609, -1.111], [1.448, 4.807, -1.846], [1.160, 4.418, -2.850], [0.713, 5.563, -1.502], [2.435, 5.317, -1.951], [-0.457, -3.611, 2.515], [-0.188, -3.973, 3.520], [-1.169, -2.782, 2.626], [-0.949, -4.448, 1.997], [1.526, -2.101, 2.734], [2.438, -1.682, 2.284], [0.838, -1.277, 2.978], [1.812, -2.605, 3.674], [1.805, -4.352, 1.694], [2.744, -4.088, 1.184], [2.052, -4.675, 2.719], [1.346, -5.206, 1.184], [-0.195, -3.166, -2.420], [0.814, -3.480, -2.726], [-0.912, -3.670, -3.096], [-0.294, -2.079, -2.561], [-1.993, -3.393, -0.703], [-2.321, -2.363, -0.899], [-2.545, -4.057, -1.390], [-2.271, -3.677, 0.319], [-0.119, -5.037, -0.774], [0.955, -5.219, -0.906], [-0.455, -5.442, 0.190], [-0.637, -5.614, -1.561], [-0.461, -0.410, 0.119], [1.034, 0.864, 0.454], [1.989, 0.835, 1.130], [-1.613, -0.172, -1.525], [-1.771, 0.262, -2.618], [-2.248, 0.303, -4.032], [-1.578, 1.357, -4.927], [-1.819, -1.048, -4.608], [-3.765, 0.542, -3.896], [-1.733, 2.383, -4.584], [-0.503, 1.193, -5.028], [-1.986, 1.316, -5.949], [-2.260, -1.825, -3.960], [-2.218, -1.092, -5.629], [-0.708, -1.162, -4.601], [-4.082, 1.103, -4.784], [-4.223, -0.457, -3.862], [-3.995, 1.086, -2.952], [-0.729, 1.697, 6.165], [-1.210, 1.160, 5.263], [-1.803, 0.487, 4.125], [-3.088, -0.078, 4.201], [-3.599, -0.663, 3.037], [-2.784, -0.693, 1.895], [-1.527, -0.203, 1.855], [-1.040, 0.422, 2.957], [-3.650, -0.051, 5.103], [-4.585, -1.092, 2.988], [-3.150, -1.125, 0.960], [-0.048, 0.882, 2.868]], "fmax_ev_per_a": 3.7, "s_squared": 0.762, "e_above_lowest_kj_mol": 72.6, "homo_energy_ev": [-9.3, -9.1], "spin_multiplicity": 2, "total_charge": 1, "homo_lumo_gap_ev": [6.42, 5.13], "e_tot_ha": -3983.81425}

Record 5
{"formula": "C6H12N2O3", "method": "the ωB97M-V functional and the def2-TZVPD basis", "species": ["C", "C", "N", "C", "O", "N", "C", "C", "C", "O", "O", "H", "H", "H", "H", "H", "H", "H", "H", "H", "H", "H", "H"], "coordinates": [[0.802, -1.020, 2.473], [0.806, -0.890, 0.968], [1.816, -1.590, 0.322], [1.176, 0.578, 0.543], [1.849, 1.380, 1.197], [0.588, 1.090, -0.673], [-0.435, 0.379, -1.500], [-0.312, -1.080, -1.850], [-1.770, 0.461, -0.791], [-2.157, -0.399, 0.018], [-2.423, 1.594, -0.908], [1.794, -1.264, 2.865], [0.302, -1.878, 2.884], [0.668, -0.137, 3.037], [-0.135, -0.946, 0.608], [2.779, -1.297, 0.402], [1.717, -2.610, 0.310], [0.678, 2.126, -0.627], [-0.609, 0.938, -2.481], [0.431, -1.216, -2.685], [-1.333, -1.350, -2.154], [0.124, -1.740, -1.068], [-2.992, 1.703, -0.146]], "fmax_ev_per_a": 5.4, "e_above_lowest_kj_mol": 197.1, "homo_energy_ev": -9.1, "spin_multiplicity": 1, "total_charge": 0, "homo_lumo_gap_ev": 9.76, "e_tot_ha": -571.02776}

Record 6
{"formula": "C30H27N2O2", "method": "the ωB97M-V functional and the def2-TZVPD basis", "species": ["C", "O", "C", "C", "C", "C", "C", "C", "C", "C", "C", "C", "C", "C", "C", "C", "C", "C", "C", "O", "C", "C", "C", "C", "C", "H", "H", "H", "H", "H", "H", "H", "H", "H", "H", "H", "H", "H", "H", "H", "H", "H", "H", "H", "H", "H", "C", "C", "C", "C", "C", "C", "N", "C", "N", "H", "H", "H", "H", "H", "H"], "coordinates": [[-0.113, 7.670, -0.508], [0.707, 7.074, 0.469], [0.541, 5.703, 0.631], [1.320, 5.069, 1.614], [1.251, 3.719, 1.820], [0.364, 2.920, 1.076], [0.276, 1.466, 1.267], [1.473, 0.718, 1.361], [1.529, -0.615, 1.623], [2.729, -1.400, 1.651], [2.634, -2.788, 1.813], [3.757, -3.580, 1.784], [5.005, -3.010, 1.607], [5.125, -1.643, 1.454], [4.004, -0.846, 1.476], [-1.045, 0.823, 1.366], [-2.000, 1.345, 2.257], [-3.239, 0.784, 2.371], [-3.623, -0.309, 1.580], [-4.905, -0.812, 1.766], [-5.226, -1.934, 0.978], [-2.679, -0.814, 0.669], [-1.423, -0.278, 0.574], [-0.437, 3.559, 0.114], [-0.335, 4.902, -0.121], [0.070, 8.745, -0.507], [0.133, 7.278, -1.495], [-1.163, 7.498, -0.271], [1.992, 5.675, 2.197], [1.850, 3.253, 2.583], [2.393, 1.243, 1.188], [0.605, -1.137, 1.781], [1.662, -3.231, 1.941], [3.663, -4.648, 1.893], [5.884, -3.633, 1.582], [6.097, -1.198, 1.308], [4.120, 0.214, 1.350], [-1.729, 2.189, 2.867], [-3.951, 1.170, 3.077], [-6.241, -2.256, 1.220], [-5.188, -1.663, -0.077], [-4.538, -2.752, 1.198], [-2.949, -1.628, 0.023], [-0.729, -0.664, -0.155], [-1.105, 2.957, -0.478], [-0.907, 5.341, -0.916], [-1.377, -4.975, -2.516], [-0.768, -3.946, -1.849], [-0.144, -2.936, -2.592], [-0.148, -3.010, -4.005], [-0.781, -4.068, -4.671], [-1.390, -5.037, -3.918], [0.550, -1.900, -4.426], [0.925, -1.225, -3.280], [0.517, -1.811, -2.183], [-1.857, -5.756, -1.952], [-0.747, -3.893, -0.776], [-0.785, -4.101, -5.747], [-1.886, -5.858, -4.406], [0.735, -1.651, -5.400], [1.498, -0.309, -3.281]], "fmax_ev_per_a": 2.3, "e_above_lowest_kj_mol": 141.4, "homo_energy_ev": -10.8, "spin_multiplicity": 1, "total_charge": 1, "homo_lumo_gap_ev": 5.85, "e_tot_ha": -1419.12987}

The M results, record by record, are as follows: 816.41; 862.87; 811.83; 673.35; 160.17; 447.56 g mol⁻¹.